DFT (ωB97M-V/def2-TZVPD) results for one molecule with the formula C3H6N2OS.

The geometry in XYZ format:
```
13
Properties=species:S:1:pos:R:3:mulliken_charge:R:1
C 0.907 0.119 -0.144 0.5625
C -0.466 -0.193 0.364 -0.3100
C -1.499 0.942 0.443 -0.0038
H 2.650 -0.769 -0.063 0.2940
H 1.619 -1.770 0.642 0.2585
H 0.488 1.618 -1.144 0.3752
H -0.301 -0.432 1.482 0.3043
H -1.666 -0.868 -1.633 0.1852
H -2.359 0.818 1.174 0.3165
N 1.837 -0.758 0.497 -0.5407
N 1.275 1.024 -1.019 -0.7891
O -1.253 1.954 -0.148 -0.4826
S -1.232 -1.684 -0.452 -0.1700
```

Lowest unoccupied orbital energy   0.3 eV
Total energy   -19069.9267 eV
Orbital gap   10.013 eV
ΔE to the lowest compared entry with this formula, charge and spin   2.2400 eV
Structure (SMILES)   [H]/N=C(/N)[C@H](S)C=O
Maximum force   0.074 Eh/bohr



DFT (ωB97M-V/def2-TZVPD) results for C23H49N4P3SeTc as an isolated structure.

The geometry in XYZ format:
```
81
Properties=species:S:1:pos:R:3:mulliken_spin:R:1
Tc -0.370 0.582 0.207 2.1610
P -0.080 -1.494 1.071 -0.0833
P -0.931 2.149 1.705 -0.0878
P 1.917 0.886 0.676 -0.0349
H 0.507 -1.325 -3.270 0.0749
C 1.146 -1.654 -2.439 -0.0034
C 1.696 -3.035 -2.491 0.7262
H 1.030 -3.894 -2.404 0.0190
C -1.171 -2.910 0.597 -0.0011
C -0.435 -1.440 2.883 0.0452
C 1.446 -2.548 1.218 0.0066
C -0.760 3.812 0.968 0.0286
C -2.646 2.220 2.328 0.0114
C 0.026 2.293 3.251 0.0338
C 3.178 0.011 -0.331 0.0016
C 2.680 0.473 2.306 0.0284
C 2.506 2.607 0.395 0.0054
H 1.904 -0.846 -2.360 -0.0048
H 2.773 -3.172 -2.555 0.0067
H -1.064 -3.161 -0.468 -0.0025
H -2.227 -2.686 0.812 0.0016
H -0.900 -3.817 1.171 -0.0036
H -1.289 -0.775 3.071 -0.0157
H 0.447 -1.080 3.431 0.0027
H -0.676 -2.461 3.199 0.0042
H 1.770 -2.858 0.221 -0.0015
H 1.195 -3.446 1.806 -0.0037
H 2.278 -2.064 1.731 -0.0032
H -1.017 4.584 1.708 -0.0011
H -1.431 3.889 0.096 -0.0081
H 0.269 3.982 0.610 -0.0028
H -2.676 2.950 3.149 0.0000
H -2.962 1.238 2.707 -0.0094
H -3.333 2.544 1.533 0.0026
H -0.513 2.981 3.911 -0.0007
H 1.022 2.693 3.039 0.0020
H 0.115 1.316 3.741 -0.0055
H 4.156 0.364 0.022 -0.0008
H 3.072 0.272 -1.390 -0.0039
H 3.127 -1.077 -0.205 0.0062
H 3.734 0.779 2.234 0.0007
H 2.659 -0.602 2.508 -0.0006
H 2.219 0.996 3.143 -0.0023
H 3.596 2.610 0.408 -0.0011
H 2.119 3.293 1.148 -0.0031
H 2.165 2.925 -0.604 -0.0376
C 1.298 3.750 -3.834 0.2263
C 1.481 2.655 -4.724 -0.0112
C 2.212 2.809 -5.898 0.0900
C 2.716 4.085 -6.246 0.1484
C 2.458 5.197 -5.416 0.0813
C 1.733 5.043 -4.239 -0.0155
Se 0.407 3.472 -2.250 -0.4520
H 0.574 -1.473 -1.494 0.0929
H 1.000 1.706 -4.460 0.0014
H 2.387 1.935 -6.536 0.0037
H 3.268 4.200 -7.167 -0.0013
H 2.824 6.188 -5.680 0.0048
H 1.458 5.880 -3.608 -0.0020
C -2.030 -0.733 -2.012 0.0384
N -2.188 0.316 -0.952 -0.1520
C -3.324 -0.154 -0.079 0.1387
N -4.578 -0.314 -0.834 0.0220
C -4.340 -1.348 -1.853 -0.0027
N -3.247 -0.921 -2.772 -0.0031
C -3.597 0.352 -3.412 -0.0017
N -3.849 1.411 -2.417 -0.0020
C -2.608 1.583 -1.629 0.0750
C -4.921 0.951 -1.518 -0.0033
H -1.812 -1.689 -1.523 -0.0092
H -1.230 -0.474 -2.716 0.0021
H -3.511 0.513 0.763 -0.0244
H -3.045 -1.136 0.320 -0.0427
H -5.262 -1.526 -2.420 0.0000
H -4.053 -2.276 -1.342 0.0001
H -2.742 0.643 -4.017 -0.0001
H -4.499 0.203 -4.030 0.0001
H -2.803 2.348 -0.866 -0.0009
H -1.808 1.897 -2.312 -0.0473
H -5.819 0.760 -2.116 0.0004
H -5.133 1.711 -0.764 -0.0003
```

Lowest unoccupied orbital energy (alpha / beta)   -14.6 / -14.9 eV
Total energy   -125972.4835 eV
Orbital gap (alpha / beta)   3.787 / 4.121 eV
ΔE to the lowest compared entry with this formula, charge and spin   1.6479 eV
Spin multiplicity   4
Total charge   +4
Maximum force   0.093 Eh/bohr



DFT (ωB97M-V/def2-TZVPD) results for C15H31F5OP2RuTe as an isolated structure.

The geometry in XYZ format:
```
56
Properties=species:S:1:pos:R:3:mulliken_spin:R:1
P -0.153 -1.988 -4.255 0.5669
P -2.568 -0.611 -3.778 0.0669
C -1.482 -2.620 -5.290 -0.0021
C -2.580 -1.535 -5.390 0.0534
H -1.860 -3.543 -4.811 0.0145
H -0.967 -2.803 -6.244 0.0295
H -2.397 -0.813 -6.190 -0.0037
H -3.575 -1.963 -5.520 0.0032
C -3.962 -1.783 -3.304 0.1688
H -4.388 -1.608 -2.314 -0.1024
H -3.596 -2.812 -3.397 -0.0088
H -4.752 -1.615 -4.053 0.0112
C -3.696 0.794 -3.968 0.1028
H -4.357 0.512 -4.799 0.0173
H -3.178 1.741 -4.183 -0.0170
H -4.280 0.905 -3.045 -0.0080
C 1.095 -3.190 -3.870 -0.0156
H 2.002 -2.685 -3.484 -0.0044
H 1.350 -3.739 -4.801 0.0241
H 0.701 -3.863 -3.083 0.0141
C -0.300 0.282 -6.097 -0.0980
H -1.205 0.245 -6.720 0.0252
H 0.496 -0.322 -6.535 -0.0100
H -0.018 1.337 -5.931 0.0157
Ru -0.507 0.002 -4.019 1.7699
C -4.529 -2.094 0.212 0.0430
C -4.739 -3.375 0.849 0.0134
C -4.017 -4.419 0.132 0.0373
C -2.988 -3.653 -0.829 0.0341
C -3.057 -2.207 -0.325 0.0342
C -2.933 -0.891 -0.860 0.5557
C -3.807 0.152 -0.259 0.0110
C -4.533 -0.696 0.814 0.0334
C 1.561 0.061 -4.400 0.3549
H -5.201 -2.104 -0.666 -0.0110
H -5.443 -3.452 1.665 0.0020
H -4.659 -5.126 -0.418 0.0018
H -3.453 -5.044 0.850 0.0077
H -1.988 -4.073 -0.692 0.0009
H -3.365 -3.817 -1.844 -0.0227
H -2.352 -2.144 0.511 0.0563
H -1.968 -0.609 -1.292 0.0868
H -4.548 0.606 -0.950 0.0325
H -3.158 0.992 0.073 0.0111
H -3.862 -0.651 1.668 -0.0074
H -5.513 -0.328 1.109 -0.0005
H 1.556 1.162 -4.518 0.0279
H 1.920 -0.441 -5.306 -0.0110
H 2.142 -0.213 -3.520 -0.0055
F 2.169 1.561 -1.712 0.0063
Te 0.657 0.820 -0.826 0.0044
F 1.048 -0.920 -1.543 0.0051
F 1.818 0.344 0.617 0.0000
F -0.645 -0.012 0.288 0.0033
F 0.162 2.454 0.002 0.0028
O -0.531 1.145 -2.245 0.0789
```

Lowest unoccupied orbital energy (alpha / beta)   -8.9 / -8.5 eV
Total energy   -60120.3455 eV
Orbital gap (alpha / beta)   4.616 / 7.298 eV
ΔE to the lowest compared entry with this formula, charge and spin   3.1688 eV
Spin multiplicity   5
Total charge   +2
Maximum force   0.132 Eh/bohr



DFT (ωB97M-V/def2-TZVPD) results for C41H110CsN9O14S as an isolated structure.

The geometry in XYZ format:
```
176
Properties=species:S:1:pos:R:3:mulliken_charge:R:1
O -2.093 -1.602 -0.930 -0.5873
H -2.188 -2.499 -0.601 0.3636
H -1.693 -1.092 -0.222 -0.1327
H -1.513 -1.565 -1.694 0.6572
Cs 2.684 2.716 1.555 1.2848
S 0.183 0.594 0.224 -0.5211
O 1.246 0.147 1.005 -0.7479
O -1.085 0.022 0.661 0.6331
O 0.106 2.062 0.237 -0.3564
O 0.358 0.055 -1.132 0.6034
C -1.915 0.462 -3.696 -0.9210
C -1.100 -0.721 -4.212 0.1321
C -0.093 -0.331 -5.299 -0.3859
O -0.731 0.121 -6.468 -0.4309
C 0.243 0.270 -7.550 -0.8204
N -0.488 -1.473 -3.142 -0.5638
H -2.753 0.236 -3.038 0.1627
H -2.386 0.876 -4.587 0.8426
H -1.341 1.315 -3.332 -0.5634
H -1.717 -1.438 -4.753 0.5007
H 0.594 -1.155 -5.491 0.7048
H 0.594 0.463 -5.007 -0.0490
H 0.909 -0.590 -7.629 0.3319
H 0.883 1.122 -7.320 0.2817
H -0.219 0.261 -8.538 0.2968
H -0.183 -0.814 -2.439 -0.0875
H 0.357 -1.891 -3.502 0.0807
C 3.695 0.328 -3.472 -1.5434
C 4.008 -0.229 -2.109 2.5776
C 5.545 -0.449 -1.825 -0.9241
O 6.072 -1.273 -2.913 -0.4678
C 5.748 -2.664 -2.909 -0.4435
N 3.436 0.614 -1.091 0.0317
H 3.680 1.411 -3.601 0.3641
H 2.678 -0.005 -3.679 0.1507
H 4.395 0.022 -4.250 0.5241
H 3.520 -1.202 -2.036 -1.2261
H 5.665 -0.877 -0.829 0.2072
H 6.023 0.530 -1.813 0.4206
H 5.785 -3.022 -1.880 0.2254
H 6.481 -3.216 -3.499 0.3157
H 4.747 -2.744 -3.334 0.1377
H 2.707 0.066 -0.659 -0.6480
H 2.947 1.387 -1.520 0.2837
C 2.658 -4.850 0.856 -1.7980
C 2.593 -3.496 0.242 1.5068
C 2.052 -3.644 -1.155 -0.3374
O 2.841 -4.471 -1.981 -0.4222
C 2.155 -5.030 -2.989 -0.7103
N 1.791 -2.630 1.049 1.4285
H 3.229 -4.843 1.784 0.2501
H 3.184 -5.410 0.082 0.6872
H 1.734 -5.422 0.947 0.0336
H 3.632 -3.167 0.201 0.1612
H 1.782 -2.677 -1.581 -0.4534
H 1.083 -4.141 -1.127 0.3427
H 1.639 -4.250 -3.548 0.1993
H 1.637 -5.933 -2.666 0.3328
H 2.906 -5.331 -3.720 0.3315
H 1.550 -1.808 0.514 -0.5275
H 2.249 -2.292 1.883 -1.2451
C -1.211 -4.953 2.394 -1.7083
C -1.342 -4.599 0.980 1.8902
C -2.646 -5.005 0.349 -1.4762
O -2.578 -4.790 -1.015 -0.2388
C -2.339 -5.902 -1.828 -0.8442
N -1.123 -3.216 0.828 1.4273
H -0.273 -4.625 2.843 0.0808
H -1.235 -6.021 2.612 0.4697
H -2.072 -4.542 2.920 0.4414
H -0.536 -5.106 0.449 -0.2203
H -3.504 -4.383 0.603 0.1629
H -2.953 -6.017 0.613 0.4912
H -1.614 -6.649 -1.505 0.3377
H -2.119 -5.614 -2.856 0.2807
H -3.282 -6.429 -1.970 0.3283
H -0.124 -3.103 0.931 -1.0859
H -1.456 -2.636 1.586 0.0729
C -2.385 4.565 0.726 -0.8989
C -1.343 4.912 1.757 0.7402
C -1.878 5.698 2.969 -0.9016
O -2.487 6.997 2.690 -0.4063
C -1.592 8.036 2.400 -0.6176
N -0.808 3.598 2.254 -0.3425
H -3.005 3.766 1.132 -0.0060
H -1.997 4.194 -0.223 0.0140
H -3.077 5.350 0.419 0.5949
H -0.569 5.406 1.170 0.4140
H -1.120 5.783 3.747 0.5016
H -2.610 5.085 3.497 0.1031
H -2.053 8.967 2.071 0.2633
H -1.030 7.736 1.516 0.2247
H -1.034 8.264 3.308 0.2750
H -1.616 3.040 2.491 -0.0371
H -0.484 3.165 1.401 -0.0139
C -3.774 1.759 3.486 -1.2211
C -2.657 0.905 3.877 1.1928
C -2.787 0.343 5.334 -0.7573
O -2.625 1.396 6.324 -0.3462
C -3.096 0.906 7.644 -0.7827
N -2.547 -0.289 3.084 -0.6116
H -3.783 2.781 3.865 0.1957
H -4.689 1.215 3.720 0.4050
H -3.789 1.809 2.398 0.0864
H -1.675 1.377 3.881 0.3049
H -2.149 -0.496 5.613 0.3365
H -3.758 -0.145 5.419 0.4231
H -4.121 0.537 7.686 0.3139
H -3.094 1.780 8.296 0.2587
H -2.367 0.194 8.031 0.2877
H -1.701 -0.757 3.376 -0.1456
H -2.240 -0.124 2.136 0.0256
C 0.593 4.954 -2.170 -1.8579
C 0.553 3.632 -2.929 2.1316
C 1.098 3.659 -4.371 -0.6414
O 0.345 4.602 -5.178 -0.4812
C -0.877 4.120 -5.663 -0.4583
N 1.330 2.669 -2.108 -0.1887
H 0.066 4.866 -1.220 0.3139
H 0.055 5.690 -2.767 0.5034
H 1.628 5.272 -2.042 0.3193
H -0.447 3.207 -3.021 -0.7431
H 1.123 2.604 -4.644 0.0156
H 2.143 3.966 -4.389 0.4452
H -1.008 3.095 -5.316 0.1163
H -0.869 4.217 -6.749 0.3249
H -1.697 4.806 -5.450 0.2247
H 1.076 2.884 -1.154 -0.1830
H 1.002 1.714 -2.131 -0.1563
C -5.234 3.199 -4.868 -1.2744
C -6.152 2.320 -4.000 0.6148
C -5.820 2.453 -2.538 -0.8015
O -4.493 1.891 -2.456 -0.0006
C -4.117 1.529 -1.143 -0.9697
N -7.604 2.311 -4.379 -0.7492
H -4.179 3.176 -4.592 0.1578
H -5.565 4.218 -4.669 0.3650
H -5.246 3.089 -5.952 0.3944
H -5.815 1.312 -4.242 0.0732
H -6.508 1.845 -1.951 0.3652
H -6.031 3.497 -2.309 0.3519
H -4.688 0.702 -0.721 0.4067
H -4.140 2.396 -0.483 0.5563
H -3.079 1.207 -1.070 -0.1795
H -7.492 2.360 -5.382 0.2910
H -7.998 3.179 -4.045 0.2877
C 4.997 -0.085 4.641 -1.8078
C 4.305 -1.094 3.685 1.7566
C 4.647 -2.562 4.034 -1.1975
C 3.997 -3.232 5.177 -0.9630
C 2.503 -3.140 4.923 -1.1177
C 2.013 -1.703 4.804 1.9978
N 2.814 -1.000 3.748 0.8463
O 2.239 0.212 3.374 -0.5588
C 0.578 -1.823 4.282 -1.9767
C 2.041 -0.969 6.145 -2.0217
C 4.687 -0.744 2.266 -1.2258
H 5.035 -0.350 5.698 0.3572
H 4.404 0.830 4.641 0.3037
H 6.043 0.002 4.347 0.4691
H 4.415 -3.213 3.191 0.0237
H 5.719 -2.605 4.229 0.5525
H 4.357 -2.780 6.101 0.4529
H 4.305 -4.277 5.186 0.4745
H 2.073 -3.527 5.846 0.4851
H 2.141 -3.712 4.069 -0.0022
H 0.127 -0.850 4.088 0.3826
H 0.437 -2.271 3.299 -0.2853
H -0.065 -2.362 4.978 0.8975
H 1.359 -1.420 6.866 0.4550
H 3.071 -0.965 6.501 0.3686
H 1.571 0.005 6.011 0.3168
H 4.010 -1.181 1.532 -0.3110
H 5.626 -1.165 1.905 0.5805
H 4.713 0.325 2.050 0.2600
H 1.725 0.015 2.587 0.1565
```

Lowest unoccupied orbital energy   -0.2 eV
Total energy   -97753.8372 eV
Orbital gap   8.078 eV
Maximum force   0.111 Eh/bohr